# 1
Formula: C23H25Br48ClIN2
Source: the OMol25 dataset
Level of theory: the ωB97M-V functional and the def2-TZVPD basis

The geometry in XYZ format:
```
100
Properties=species:S:1:pos:R:3:mulliken_charge:R:1
C -0.699 -3.334 6.689 -1.011
C -1.782 -2.670 5.713 -0.233
C -1.440 -1.155 5.435 -0.773
I -3.159 0.020 4.811 0.302
N -0.300 -1.065 4.429 1.216
C -0.639 -1.411 3.144 -0.620
C 0.473 -1.341 2.125 -0.661
C 1.746 -0.904 2.710 0.134
Cl 3.172 -0.736 1.642 -0.157
C 1.904 -0.581 4.162 -0.248
N 0.815 -0.665 4.963 -1.209
H -0.956 -3.012 7.725 0.351
H -0.799 -4.442 6.529 0.359
H 0.349 -3.061 6.399 0.192
H -2.818 -2.694 6.148 0.410
H -1.805 -3.307 4.808 0.080
H -1.107 -0.733 6.423 0.488
H -1.671 -1.746 2.868 0.668
H 0.312 -1.614 1.057 0.692
H 2.899 -0.276 4.530 0.754
C -0.231 -5.593 1.893 -0.017
Br -0.116 -5.285 -0.012 0.109
Br -0.599 -3.950 2.864 0.314
Br -1.502 -6.983 2.325 -0.003
H 0.743 -5.941 2.218 -0.161
C -0.560 -4.267 -4.322 0.858
Br -0.459 -5.630 -5.685 -0.017
Br -2.252 -4.304 -3.385 -0.031
Br 0.936 -4.352 -3.103 0.043
H -0.500 -3.309 -4.828 -0.907
C -5.621 -6.497 1.048 -0.383
Br -5.321 -8.407 1.072 -0.013
Br -5.343 -5.704 2.792 -0.021
Br -4.566 -5.620 -0.318 0.029
H -6.663 -6.342 0.792 0.356
C -4.641 3.983 4.531 0.293
Br -4.367 4.069 6.443 -0.001
Br -5.826 2.530 4.039 -0.077
Br -5.244 5.672 3.812 0.006
H -3.676 3.772 4.081 -0.289
C -4.834 0.867 0.731 0.345
Br -4.594 1.998 -0.816 -0.012
Br -6.660 0.257 0.909 -0.019
Br -3.580 -0.608 0.758 0.168
H -4.618 1.479 1.602 -0.490
C 2.832 -7.870 0.339 -0.180
Br 3.139 -9.778 0.359 0.002
Br 3.131 -7.075 2.082 -0.051
Br 3.869 -6.989 -1.036 0.079
H 1.785 -7.719 0.095 0.148
C -1.578 5.227 2.055 -0.387
Br -1.302 5.157 3.970 -0.024
Br -2.767 3.822 1.448 0.122
Br -2.175 6.972 1.480 0.035
H -0.615 5.050 1.589 0.442
C 4.817 -4.169 -4.736 0.057
Br 5.791 -5.395 -3.599 -0.074
Br 5.924 -2.690 -5.309 0.065
Br 3.993 -5.076 -6.233 0.028
H 4.014 -3.752 -4.138 -0.175
C -2.924 7.780 -2.829 -0.308
Br -2.245 8.266 -4.576 -0.058
Br -4.200 9.075 -2.170 -0.037
Br -3.650 5.985 -2.810 0.012
H -2.081 7.789 -2.147 0.340
C 1.150 -0.347 -3.931 0.025
Br 1.788 0.258 -2.210 -0.018
Br 2.220 -1.796 -4.640 -0.026
Br -0.730 -0.805 -3.873 0.112
H 1.254 0.488 -4.618 0.055
C 4.189 -1.836 7.361 -0.360
Br 4.758 -3.227 6.142 -0.019
Br 5.675 -0.754 7.964 -0.018
Br 2.771 -0.757 6.591 -0.008
H 3.777 -2.327 8.235 0.392
C -1.500 9.842 4.899 -0.334
Br -3.349 9.274 4.924 0.009
Br -0.346 8.573 5.795 -0.023
Br -0.890 10.227 3.103 -0.022
H -1.445 10.770 5.458 0.347
C 0.346 3.783 -5.171 -0.415
Br -0.707 2.268 -5.751 -0.008
Br -0.737 5.376 -4.990 0.050
Br 1.345 3.399 -3.552 -0.005
H 1.073 3.979 -5.951 0.445
C 1.586 8.247 -5.995 0.463
Br 1.311 9.872 -4.982 -0.016
Br 1.052 8.452 -7.843 0.003
Br 3.403 7.598 -5.839 -0.041
H 0.941 7.491 -5.561 -0.405
C 8.970 0.366 -6.442 -0.347
Br 7.326 1.383 -6.364 -0.002
Br 9.290 -0.606 -4.800 -0.016
Br 9.022 -0.798 -7.986 0.004
H 9.780 1.078 -6.553 0.345
C -0.649 -2.239 -7.688 0.569
Br -2.548 -2.228 -7.311 0.001
Br -0.101 -3.870 -8.572 -0.027
Br -0.102 -0.665 -8.670 -0.046
H -0.137 -2.209 -6.731 -0.509
```

## Properties
HOMO-LUMO gap ... 6.951 eV
Net charge ... +1

---

# 2
Formula: C8H26N12O12Pb
Source: the OMol25 dataset
Level of theory: the ωB97M-V functional and the def2-TZVPD basis

The geometry in XYZ format:
```
59
Properties=species:S:1:pos:R:3:mulliken_charge:R:1
Pb 6.526 -2.973 -0.236 1.027
O 5.686 2.442 -5.276 -0.420
C 6.858 1.773 -5.094 0.736
O 7.980 2.277 -5.481 -0.521
O 6.872 0.660 -4.547 -0.515
H 5.045 1.826 -4.914 0.325
O -0.664 -0.108 -0.794 -0.426
C 0.629 -0.363 -0.960 0.746
O 1.097 0.055 -2.018 -0.646
O 1.319 -1.067 -0.197 -0.653
H -0.516 0.447 -1.562 0.344
C 1.403 4.942 3.819 0.686
O 0.381 5.103 4.451 -0.654
N 2.131 5.785 3.205 -0.412
N 1.858 3.842 3.443 -0.368
H 1.897 6.763 3.297 0.211
H 2.781 5.478 2.495 0.158
H 1.289 3.017 3.567 0.202
H 2.815 3.865 3.120 0.178
C -6.550 1.359 1.925 0.583
O -7.478 1.534 2.623 -0.646
N -6.605 1.030 0.720 -0.415
N -5.367 1.401 2.340 -0.403
H -7.472 1.259 0.256 0.252
H -5.781 1.186 0.158 0.208
H -4.602 0.953 1.856 0.188
H -5.326 1.504 3.344 0.235
C 2.918 -4.819 -5.810 0.640
O 3.436 -4.827 -4.725 -0.671
N 2.015 -3.928 -6.169 -0.401
N 3.245 -5.697 -6.708 -0.381
H 1.872 -3.263 -5.423 0.241
H 1.735 -3.749 -7.123 0.194
H 2.903 -5.769 -7.655 0.167
H 3.954 -6.363 -6.437 0.212
C -4.457 -5.802 2.142 0.684
O -4.535 -6.336 1.036 -0.670
N -5.215 -6.063 3.150 -0.333
N -3.657 -4.806 2.408 -0.387
H -5.052 -5.496 3.969 0.131
H -5.967 -6.731 3.241 0.196
H -3.681 -4.384 3.325 0.166
H -3.085 -4.521 1.626 0.214
C 2.695 -1.959 7.120 0.647
O 2.495 -2.505 8.184 -0.684
N 2.096 -2.312 6.127 -0.345
N 3.598 -1.063 6.859 -0.445
H 1.449 -3.040 6.393 0.239
H 2.379 -2.007 5.207 0.161
H 4.223 -1.043 7.652 0.243
H 3.911 -0.845 5.924 0.187
C -2.188 5.009 -4.491 0.663
O -2.756 3.989 -4.781 -0.662
N -2.707 6.148 -4.410 -0.331
N -0.976 5.015 -4.018 -0.394
H -3.699 6.335 -4.423 0.218
H -2.048 6.852 -4.110 0.147
H -0.503 4.123 -3.990 0.214
H -0.598 5.868 -3.630 0.146
```

## Properties
Energy relative to the best compared isomer or geometry (same formula, charge and spin) ... 447.1 kcal per mole
HOMO-LUMO gap ... 2.113 eV
Net charge ... 0

---

# 3
Formula: C2H2NO4
Source: the OMol25 dataset
Level of theory: the ωB97M-V functional and the def2-TZVPD basis

The geometry in XYZ format:
```
9
Properties=species:S:1:pos:R:3:mulliken_charge:R:1
C 2.849 -1.537 0.484 0.744
C -0.142 -0.166 -0.281 -0.637
N 0.821 -0.369 -1.078 0.753
O 3.300 -2.621 0.441 -0.501
O 2.864 -0.426 0.851 -0.481
O 1.162 0.426 -1.960 -0.737
O 1.491 -1.488 -0.921 -0.633
H -0.607 0.838 -0.344 0.243
H -0.367 -0.914 0.529 0.249
```

## Properties
Energy relative to the best compared isomer or geometry (same formula, charge and spin) ... 97.7 kcal per mole
HOMO-LUMO gap ... 8.050 eV
Net charge ... -1

---

# 4
Formula: C42H53F3N6O3
Source: the OMol25 dataset
Level of theory: the ωB97M-V functional and the def2-TZVPD basis

The geometry in XYZ format:
```
107
Properties=species:S:1:pos:R:3:mulliken_charge:R:1
C -1.596 3.792 2.976 -0.648
O -1.892 2.813 1.972 -0.301
C -1.734 1.552 2.427 0.526
N -1.943 0.703 1.322 -0.292
N -1.875 -0.544 1.604 0.066
C -2.188 -1.342 0.545 0.518
C -1.886 -2.773 0.883 -1.006
C -2.605 -0.857 -0.693 -0.420
C -2.599 -1.683 -1.911 1.085
O -2.646 -2.929 -1.840 -0.776
N -2.556 -1.110 -3.159 0.072
C -2.640 -1.931 -4.344 -1.049
C -2.386 0.304 -3.448 -0.924
O -1.462 1.258 3.584 -0.541
H -2.094 4.700 2.647 0.218
H -1.954 3.453 3.945 0.317
H -0.511 3.929 3.016 0.278
H -1.929 -3.392 -0.018 0.287
H -0.869 -2.783 1.303 0.488
H -2.561 -3.186 1.650 -0.017
H -2.761 0.219 -0.776 0.234
H -2.642 -2.989 -4.075 0.298
H -3.560 -1.674 -4.882 0.326
H -1.794 -1.710 -5.004 0.320
H -2.303 0.902 -2.535 0.284
H -1.477 0.454 -4.059 0.312
H -3.243 0.656 -4.053 0.321
C -9.717 -0.948 3.662 -1.454
C -9.096 -1.828 4.744 1.541
C -10.112 -2.249 5.807 -1.448
C -7.840 -1.167 5.337 0.781
C -7.980 0.012 6.069 -0.418
C -6.871 0.626 6.654 -1.370
C -5.603 0.057 6.516 -0.497
C -5.433 -1.120 5.787 0.596
C -4.054 -1.771 5.663 1.982
C -3.238 -1.744 6.959 -2.057
C -3.288 -1.191 4.485 -1.032
C -6.548 -1.694 5.147 -1.675
N -6.368 -2.913 4.399 2.278
N -6.679 -4.090 4.984 -1.052
N -6.515 -5.016 4.009 2.120
C -6.607 -6.421 4.366 -2.358
C -7.870 -7.049 4.378 0.974
C -9.164 -6.276 4.092 1.583
C -10.120 -6.339 5.282 -1.593
C -9.822 -6.731 2.793 -1.362
C -7.947 -8.420 4.642 -0.152
C -6.799 -9.158 4.912 -1.505
C -5.562 -8.520 4.964 -0.525
C -5.456 -7.144 4.744 0.932
C -4.093 -6.464 4.897 1.662
C -3.264 -6.605 3.627 -1.197
C -3.324 -6.945 6.132 -1.869
C -6.130 -4.411 2.811 -0.498
C -5.879 -5.144 1.604 0.976
C -5.116 -4.523 0.584 0.058
C -4.806 -5.167 -0.601 -1.657
C -5.262 -6.464 -0.782 0.471
C -4.911 -7.167 -2.057 0.984
F -5.563 -8.355 -2.200 -0.284
F -5.214 -6.405 -3.156 -0.272
F -3.565 -7.432 -2.126 -0.268
C -6.012 -7.128 0.181 -1.898
C -6.325 -6.476 1.364 0.307
C -6.033 -3.040 3.028 1.383
C -5.741 -1.950 2.217 -2.807
H -8.966 -0.727 2.895 0.335
H -10.559 -1.458 3.176 0.433
H -10.081 0.005 4.071 0.305
H -8.741 -2.745 4.266 -0.688
H -9.641 -2.919 6.535 0.352
H -10.529 -1.392 6.352 0.291
H -10.948 -2.797 5.350 0.396
H -8.977 0.457 6.181 0.359
H -6.994 1.554 7.215 0.354
H -4.730 0.526 6.982 0.309
H -4.243 -2.826 5.439 -0.400
H -3.828 -2.140 7.793 0.444
H -2.350 -2.379 6.855 0.445
H -2.905 -0.732 7.218 0.349
H -3.908 -1.234 3.582 -0.200
H -3.002 -0.142 4.635 0.315
H -2.368 -1.751 4.274 0.407
H -8.859 -5.232 3.968 -0.618
H -9.611 -5.992 6.188 0.370
H -10.988 -5.692 5.113 0.406
H -10.480 -7.360 5.464 0.328
H -9.123 -6.635 1.953 0.316
H -10.147 -7.779 2.843 0.309
H -10.697 -6.108 2.573 0.431
H -8.927 -8.909 4.624 0.359
H -6.869 -10.232 5.093 0.370
H -4.658 -9.095 5.185 0.326
H -4.315 -5.401 5.045 -0.401
H -3.834 -6.267 2.753 0.126
H -2.353 -5.998 3.693 0.418
H -2.975 -7.650 3.449 0.283
H -3.957 -6.901 7.024 0.409
H -2.957 -7.973 6.021 0.368
H -2.458 -6.296 6.306 0.441
H -4.736 -3.520 0.746 -0.431
H -4.213 -4.639 -1.345 0.637
H -6.357 -8.141 0.015 0.548
H -6.905 -7.005 2.116 0.568
H -5.760 -2.080 1.138 0.893
H -5.681 -0.952 2.658 0.381
```

## Properties
HOMO-LUMO gap ... 4.559 eV
Net charge ... 0

---

# 5
Formula: H12O6
Source: the OMol25 dataset
Level of theory: the ωB97M-V functional and the def2-TZVPD basis

The geometry in XYZ format:
```
18
Properties=species:S:1:pos:R:3:mulliken_charge:R:1
O 0.622 2.617 -2.269 -0.615
H 1.510 2.424 -2.593 0.316
H 0.324 3.251 -2.941 0.313
O 2.596 -5.124 0.981 -0.640
H 2.065 -5.927 1.025 0.320
H 1.932 -4.468 0.741 0.322
O -0.230 -0.094 -2.884 -0.615
H 0.659 0.269 -2.807 0.306
H -0.662 0.286 -2.113 0.307
O -3.098 3.088 0.862 -0.628
H -4.044 3.261 0.946 0.312
H -2.799 3.294 1.756 0.317
O 0.550 0.988 1.115 -0.638
H 0.192 1.490 0.379 0.307
H -0.094 0.997 1.831 0.322
O -0.170 -2.249 2.148 -0.645
H -0.069 -1.805 1.299 0.317
H 0.715 -2.297 2.522 0.322
```

## Properties
Energy relative to the best compared isomer or geometry (same formula, charge and spin) ... 39.1 kcal per mole
HOMO-LUMO gap ... 11.464 eV
Net charge ... 0
Structure (SMILES) ... O.O.O.O.O.O

---

# 6
Formula: C31H33N9O8SSn
Source: the OMol25 dataset
Level of theory: the ωB97M-V functional and the def2-TZVPD basis

The geometry in XYZ format:
```
83
Properties=species:S:1:pos:R:3:mulliken_charge:R:1
Sn 1.042 0.575 0.026 2.273
O 4.682 -1.926 1.084 -0.868
C 3.542 -1.463 0.883 -0.289
N 3.176 -0.207 0.692 0.203
C 4.245 0.774 0.806 -1.114
C 4.323 1.662 -0.410 0.589
C 5.516 1.944 -1.065 -0.871
C 5.481 2.728 -2.209 -0.362
C 4.266 3.201 -2.672 -0.671
C 3.122 2.875 -1.956 -0.411
N 3.164 2.148 -0.848 0.176
C 2.383 -2.450 0.878 0.261
C 2.612 -3.800 1.117 -0.509
C 1.523 -4.652 1.163 -0.564
C 0.246 -4.136 0.983 -0.578
C 0.116 -2.778 0.741 -0.686
N 1.164 -1.966 0.676 0.810
H 5.208 0.284 0.961 0.417
H 4.043 1.413 1.676 0.212
H 6.442 1.522 -0.698 0.395
H 6.395 2.938 -2.753 0.346
H 4.185 3.761 -3.593 0.381
H 2.134 3.174 -2.285 0.505
H 3.632 -4.126 1.262 0.498
H 1.665 -5.712 1.345 0.385
H -0.634 -4.765 1.027 0.486
H -0.849 -2.306 0.605 0.296
N 3.066 -2.311 -2.613 -0.724
C 2.998 -1.379 -3.731 -0.768
C 2.238 -0.050 -3.519 0.444
O 2.356 0.795 -4.425 -0.806
O 1.592 0.066 -2.438 -0.634
H 3.620 -1.889 -1.873 0.304
H 2.137 -2.369 -2.206 0.313
H 2.521 -1.869 -4.587 0.281
H 4.010 -1.133 -4.064 0.373
O -1.733 1.014 3.507 -0.823
C -0.764 0.725 2.790 0.581
O -0.783 -0.063 1.784 0.113
C 0.619 1.368 3.040 0.141
O 1.164 1.240 4.136 -0.782
O 1.104 2.000 2.022 -0.736
C -3.169 0.711 0.125 -0.153
C -2.762 -0.299 -0.891 0.156
N -1.539 -0.495 -1.290 0.208
C -1.584 -1.485 -2.241 -0.466
C -2.856 -1.940 -2.383 -0.730
N -3.622 -1.176 -1.515 0.250
C -4.951 -1.467 -1.094 -1.057
N -4.981 -2.674 -0.280 0.730
N -5.819 -3.677 -0.586 -0.902
N -5.645 -4.651 0.231 -0.616
C -4.646 -4.295 1.113 0.687
C -4.074 -5.012 2.175 -0.789
C -3.065 -4.398 2.871 -0.533
C -2.617 -3.096 2.536 -1.095
C -3.167 -2.378 1.505 0.058
C -4.203 -3.015 0.793 0.851
H -2.306 0.894 0.767 -0.862
H -3.976 0.365 0.774 0.506
H -3.492 1.637 -0.359 0.384
H -0.682 -1.807 -2.736 0.360
H -3.289 -2.730 -2.973 0.420
H -5.626 -1.649 -1.929 0.313
H -5.316 -0.629 -0.504 0.483
H -4.418 -6.008 2.418 0.391
H -2.587 -4.913 3.695 0.388
H -1.810 -2.647 3.100 0.573
H -2.794 -1.390 1.273 0.121
O -0.302 3.212 -0.551 -0.773
S -0.934 3.539 0.770 0.901
C 0.151 4.747 1.545 -0.816
C -0.005 6.012 0.718 -0.632
C -1.516 6.228 0.615 -0.580
C -2.150 4.852 0.361 -0.984
H 1.130 4.275 1.567 0.236
H -0.195 4.874 2.576 0.410
H 0.421 5.836 -0.272 0.222
H 0.511 6.865 1.163 0.434
H -1.784 6.947 -0.163 0.314
H -1.884 6.626 1.565 0.287
H -2.362 4.669 -0.692 0.349
H -3.059 4.685 0.940 0.364
```

## Properties
Energy relative to the best compared isomer or geometry (same formula, charge and spin) ... 51.1 kcal per mole
HOMO-LUMO gap ... 6.043 eV
Net charge ... -2

---

# 7
Formula: C4H6O2
Source: the OMol25 dataset
Level of theory: the ωB97M-V functional and the def2-TZVPD basis

The geometry in XYZ format:
```
12
Properties=species:S:1:pos:R:3:mulliken_charge:R:1
C 0.435 -1.109 -1.171 -1.055
C 0.101 -0.835 0.278 0.644
O 0.516 -1.542 1.170 -0.529
C -0.752 0.387 0.612 -0.480
C 0.091 1.646 0.704 0.006
O -0.214 2.696 0.196 -0.459
H 0.775 -0.206 -1.690 0.335
H -0.453 -1.474 -1.700 0.296
H 1.210 -1.878 -1.210 0.314
H -1.561 0.565 -0.102 0.275
H -1.167 0.206 1.611 0.299
H 1.020 1.545 1.302 0.354
```

## Properties
Energy relative to the best compared isomer or geometry (same formula, charge and spin) ... 18.1 kcal per mole
HOMO-LUMO gap ... 10.579 eV
Net charge ... 0
Structure (SMILES) ... CC(=O)CC=O

---

# 8
Formula: C3H9N2O3
Source: the OMol25 dataset
Level of theory: the ωB97M-V functional and the def2-TZVPD basis

The geometry in XYZ format:
```
17
Properties=species:S:1:pos:R:3:mulliken_charge:R:1
O -1.730 0.713 0.609 -0.851
C -0.876 0.044 -0.045 0.641
N 0.344 -0.257 0.328 -0.620
C 0.701 0.336 1.589 -0.270
O -0.072 -0.079 2.682 -0.574
C -1.336 -0.549 -1.371 -0.549
N -0.311 -0.996 -2.313 -0.742
H 1.718 0.136 -0.950 0.332
H 0.737 1.433 1.474 0.268
H 1.730 0.101 1.790 0.256
H -2.003 0.194 -1.845 0.292
H -2.067 -1.352 -1.223 0.201
H 0.141 -0.172 -2.699 0.323
H 0.399 -1.437 -1.727 0.375
H 3.208 0.045 -0.780 0.288
H -0.994 0.001 2.404 0.339
O 2.550 0.625 -1.179 -0.709
```

## Properties
Energy relative to the best compared isomer or geometry (same formula, charge and spin) ... 22.6 kcal per mole
HOMO-LUMO gap ... 8.322 eV
Net charge ... -1

---

no.,HOMO (eV)
1,-11.44
2,-8.00
3,-3.93
4,-6.22
5,-11.13
6,-2.00
7,-9.99
8,-4.30